No. 1
Formula: C11H17F4IN3OS
Source: the OMol25 dataset
Level of theory: wB97M-V/def2-TZVPD

Properties
maximum force: 6.3 eV Å⁻¹
LUMO energy: -5.824 eV
HOMO-LUMO gap: 5.588 eV
charge: +1
DFT total energy: -1763.51838 Eh

Element x y z (Å)
C 1.8387 -4.0717 0.5902
C 2.4502 -3.1118 -0.6080
C 1.7655 -1.6033 -0.5557
N 0.4975 -1.4654 -1.3583
C -0.6633 -0.9142 -0.5029
C -1.7203 -2.0474 0.0036
C -1.7064 -3.6544 -0.3029
F -1.2908 -4.4178 0.9294
F -0.9940 -4.0701 -1.5288
C -3.3029 -4.0942 -0.5392
F -3.7899 -3.1780 -1.6350
F -3.3843 -5.5384 -0.9767
C -2.9002 -1.3471 0.9683
C -2.6171 0.2588 1.0918
N -1.5908 1.1366 0.5024
N -0.6385 0.5578 -0.2747
I 0.7839 1.8947 -1.0615
H 1.0936 -4.8511 0.0978
H 1.3280 -3.4603 1.4523
H 2.7272 -4.6989 1.0550
H 3.6016 -2.9613 -0.3337
H 2.3787 -3.6013 -1.6833
H 1.5791 -1.2878 0.5672
H 2.6034 -0.8566 -0.9643
H 0.6098 -0.9216 -2.2375
H -3.9538 -3.8768 0.4111
H -3.7686 -1.9490 1.4757
H -3.3980 0.8269 1.7983
C 0.4430 7.0736 -0.4473
S 2.1385 6.5089 -0.1654
O 2.3969 5.3705 -1.1071
C 1.8308 5.8013 1.4711
H 0.3874 7.5225 -1.4413
H -0.2472 6.2284 -0.3933
H 0.1780 7.8231 0.3020
H 1.0557 5.0340 1.4075
H 1.5212 6.5914 2.1584
H 2.7573 5.3499 1.8347

Just the Mulliken charges please, in e? Sure, here they are:
1 C -0.760
2 C -0.444
3 C -0.458
4 N -0.143
5 C 0.230
6 C 0.303
7 C 0.662
8 F -0.260
9 F -0.240
10 C 0.188
11 F -0.256
12 F -0.248
13 C -0.352
14 C -0.207
15 N -0.519
16 N 0.069
17 I 0.409
18 H 0.113
19 H 0.209
20 H 0.344
21 H 0.330
22 H 0.280
23 H 0.297
24 H 0.232
25 H 0.367
26 H 0.241
27 H 0.246
28 H 0.339
29 C -0.855
30 S 0.513
31 O -0.601
32 C -0.841
33 H 0.316
34 H 0.247
35 H 0.356
36 H 0.226
37 H 0.365
38 H 0.304



No. 2
Formula: C3H10N4O
Source: the OMol25 dataset
Level of theory: wB97M-V/def2-TZVPD

Properties
maximum force: 5.6 eV Å⁻¹
SMILES: C/N=C(\NN)NOC
LUMO energy: 0.895 eV
ΔE to the lowest compared entry with this formula, charge and spin: 6.720 eV
HOMO-LUMO gap: 9.583 eV
charge: 0
DFT total energy: -414.36629 Eh

Element x y z (Å)
C 1.2080 2.1347 0.0479
N 0.1405 1.1575 -0.1942
C 0.4372 -0.0757 -0.3406
N 1.6521 -0.7203 -0.4857
N 1.6631 -1.9790 0.3896
N -0.5744 -0.9355 -0.3793
O -1.7899 -0.3482 -0.6887
C -2.6679 -0.1510 0.3109
H 1.4541 1.9927 1.0851
H 0.6263 3.1141 0.1318
H 2.0150 2.2211 -0.7358
H 2.6813 0.0032 -0.5839
H 0.9008 -2.0668 1.0975
H 1.6031 -2.7635 -0.2445
H -0.3363 -1.6267 -1.0148
H -3.2068 -1.0436 0.7753
H -3.5229 0.4979 -0.2317
H -2.2833 0.5889 1.0610

Just the Mulliken charges please, in e? Sure, here they are:
1 C -0.980
2 N -0.430
3 C 0.489
4 N -0.232
5 N -0.599
6 N -0.191
7 O -0.260
8 C -0.532
9 H 0.352
10 H 0.278
11 H 0.295
12 H 0.293
13 H 0.318
14 H 0.256
15 H 0.249
16 H 0.232
17 H 0.199
18 H 0.263



No. 3
Formula: C29H48Cl2N3O4SSiV
Source: the OMol25 dataset
Level of theory: wB97M-V/def2-TZVPD

Properties
multiplicity: 4
maximum force: 3.0 eV Å⁻¹
expectation value of S²: 3.757
LUMO energy (alpha / beta): 2.434 / 2.431 eV
ΔE to the lowest compared entry with this formula, charge and spin: 0.210 eV
HOMO-LUMO gap (alpha / beta): 4.886 / 6.017 eV
charge: -1
DFT total energy: -4151.28884 Eh

Element x y z (Å)
C -1.2481 -0.3752 -4.3807
C -0.6875 -1.5033 -3.5710
H -0.5041 -0.0318 -5.1139
H -1.5082 0.4660 -3.7298
H -2.1563 -0.6647 -4.9351
C -0.0627 -2.5360 -4.1657
C 0.2074 -2.6389 -5.6297
H 0.2973 -3.3765 -3.5774
H 0.4748 -1.6753 -6.0909
H -0.6080 -3.0727 -6.2301
H 1.0728 -3.3025 -5.7608
V 0.3278 0.6512 0.1035
Cl 1.6803 2.8284 -0.4715
C -0.1524 -1.9412 1.7608
O 0.5971 -1.1591 1.1457
N 0.3357 -2.9036 2.5359
C 1.7708 -3.1870 2.5761
C -0.5471 -3.8582 3.1910
H -1.2638 -1.8790 1.6880
H 2.3520 -2.2669 2.4606
H 2.0549 -3.9061 1.7928
H 1.9751 -3.6388 3.5499
H -1.5698 -3.4632 3.1694
H -0.2230 -3.9821 4.2293
H -0.5217 -4.8287 2.6773
H 1.0846 2.0684 5.2149
H -0.8443 4.1569 4.6134
C 1.5736 2.5886 4.3790
C -0.0968 4.3480 3.8261
N 0.5891 3.1176 3.4400
H 2.2685 1.9108 3.8771
C 0.2002 2.4314 2.3742
O 0.7752 1.3760 1.9757
H -0.5977 4.7662 2.9429
H -0.6798 2.8181 1.8289
H 2.1193 3.4415 4.7879
H 0.6514 5.0541 4.2086
H 1.8033 -0.0010 -3.5877
H 2.7809 -2.5833 -3.4730
C 2.7261 0.1637 -3.0091
C 3.5175 -2.1601 -2.7737
N 2.9761 -0.9770 -2.1263
H 2.6294 1.0824 -2.4185
C 2.9400 -0.8654 -0.7837
O 2.5429 0.1508 -0.1804
H 3.7687 -2.9010 -2.0005
H 3.3102 -1.7618 -0.2371
H 3.5714 0.2535 -3.7038
H 4.4258 -1.8912 -3.3284
O 0.1501 -0.4027 -1.6690
C -0.7908 -1.3449 -2.0525
C 0.5465 -3.2520 -1.1398
C -0.6901 -2.6513 -1.2654
H 1.4086 -2.7126 -1.5510
C 0.6547 -4.5297 -0.5880
H -1.7960 -0.9439 -1.8615
C -1.8386 -3.2799 -0.7663
H 1.6337 -5.0124 -0.5431
C -0.4950 -5.1883 -0.1219
C -1.7440 -4.5596 -0.2003
H -2.8001 -2.7800 -0.8725
H -0.4112 -6.1903 0.3069
H -2.6404 -5.0610 0.1631
Si 0.1313 3.9811 -1.5646
Cl -1.0735 1.9149 -1.3222
C 1.6205 4.9218 -2.3212
C -0.8959 4.8117 -0.2253
C -0.9090 4.3519 -3.1616
H 2.3644 4.2717 -2.8040
H 2.1117 5.4739 -1.5075
H 1.2671 5.6579 -3.0497
H -0.3375 4.1037 -4.0686
H -1.0851 5.4395 -3.1336
H -1.8814 3.8476 -3.2027
H -1.4265 4.0843 0.4009
H -1.6586 5.4466 -0.6908
H -0.2690 5.4415 0.4192
S -2.2339 0.3418 0.8477
C -2.6024 0.6204 2.4719
C -1.7252 0.2320 3.5157
C -2.0713 0.4289 4.8482
C -3.3047 1.0203 5.1739
C -4.1721 1.4294 4.1444
C -3.8222 1.2517 2.8133
H -0.7793 -0.2359 3.2640
H -1.3834 0.1123 5.6335
H -3.5796 1.1490 6.2167
H -5.1304 1.8865 4.3905
H -4.4700 1.5821 2.0031

Just the Mulliken charges please, in e? Sure, here they are:
1 C -1.476
2 C 0.049
3 H 0.357
4 H 0.140
5 H 0.336
6 C 0.415
7 C -1.596
8 H 0.542
9 H 0.350
10 H 0.325
11 H 0.367
12 V 0.452
13 Cl -0.458
14 C -1.034
15 O 0.076
16 N 0.613
17 C -0.894
18 C -1.019
19 H 0.634
20 H 0.216
21 H 0.158
22 H 0.426
23 H 0.313
24 H 0.356
25 H 0.299
26 H 0.264
27 H 0.305
28 C -0.924
29 C -0.828
30 N 0.402
31 H 0.222
32 C 0.240
33 O -0.787
34 H 0.229
35 H 0.107
36 H 0.367
37 H 0.306
38 H 0.010
39 H 0.182
40 C -0.786
41 C -0.904
42 N 0.439
43 H 0.103
44 C 0.127
45 O -0.410
46 H 0.268
47 H 0.188
48 H 0.511
49 H 0.348
50 O 0.661
51 C -0.478
52 C 1.526
53 C -0.179
54 H -0.240
55 C -1.316
56 H 0.659
57 C -0.446
58 H 0.423
59 C -0.753
60 C -0.828
61 H 0.450
62 H 0.410
63 H 0.368
64 Si 1.204
65 Cl -0.594
66 C -1.296
67 C -1.085
68 C -1.506
69 H 0.260
70 H 0.349
71 H 0.337
72 H 0.272
73 H 0.417
74 H 0.347
75 H 0.194
76 H 0.433
77 H 0.279
78 S -0.442
79 C 0.719
80 C -0.139
81 C -0.620
82 C -0.596
83 C -0.457
84 C -0.881
85 H 0.083
86 H 0.413
87 H 0.358
88 H 0.359
89 H 0.410



No. 4
Formula: C8H12Cl2N2O2
Source: the OMol25 dataset
Level of theory: wB97M-V/def2-TZVPD

Properties
maximum force: 5.1 eV Å⁻¹
SMILES: CC(C)(C)[C@@]1(C)C(=O)N(Cl)C(=O)N1Cl
LUMO energy: -0.507 eV
ΔE to the lowest compared entry with this formula, charge and spin: 0.000 eV
HOMO-LUMO gap: 9.543 eV
charge: 0
DFT total energy: -1492.33702 Eh

Element x y z (Å)
C 1.6721 1.2352 0.0379
C 0.7903 0.0474 -0.4381
C 0.1631 0.2728 -1.8054
C 1.7780 -1.1169 -0.4507
C -0.3440 -0.1707 0.6076
C 0.0726 -0.2234 2.0741
C -1.2622 1.0663 0.4247
O -1.0710 2.1728 0.8693
N -2.4613 0.5797 -0.0326
Cl -3.8591 1.6283 -0.2556
C -2.4757 -0.7976 -0.2429
O -3.3500 -1.4474 -0.7742
N -1.2731 -1.1584 0.2752
Cl -0.8403 -2.8794 -0.1474
H 2.2153 1.4536 -0.7976
H 2.2403 0.7911 0.8356
H 1.2560 2.1889 0.3894
H 0.7951 0.6882 -2.5827
H -0.2045 -0.6178 -2.1035
H -0.6762 0.9703 -1.7134
H 2.7749 -0.6771 -0.7496
H 1.7070 -1.8822 -1.1665
H 1.8474 -1.3953 0.5841
H 0.7088 -1.0340 2.2644
H -0.8508 -0.4011 2.6225
H 0.6472 0.7066 2.2757

Just the Mulliken charges please, in e? Sure, here they are:
1 C -2.009
2 C 1.951
3 C -1.843
4 C -1.762
5 C 1.076
6 C -1.876
7 C 0.012
8 O -0.569
9 N 0.044
10 Cl -0.003
11 C 0.572
12 O -0.590
13 N -0.147
14 Cl -0.061
15 H 0.592
16 H 0.596
17 H 0.227
18 H 0.397
19 H 0.533
20 H 0.412
21 H 0.407
22 H 0.418
23 H 0.410
24 H 0.409
25 H 0.445
26 H 0.359



The lowest DFT total energy belongs to which entry? C29H48Cl2N3O4SSiV